[1]
70
Properties=species:S:1:pos:R:3 method="wB97M-V/def2-TZVPD" e_homo_ev="-7.6 / -5.6" e_tot_ev=-254495.2135 s2=12.637 relative_energy_kj_mol=0.0 spin_multiplicity=7
Tb 0.1901 0.7132 0.0049
Br -3.3660 3.9537 -1.6881
Br 0.7650 6.6151 -4.4445
S 2.6713 1.5567 2.3564
S 0.3113 2.6868 2.1157
Si -1.5333 -1.1999 -1.2038
F -0.8847 3.4230 4.2733
F 0.0075 5.0276 3.1066
F 3.2980 -0.8351 3.0172
F 1.6155 -0.0245 4.1332
F 3.6301 0.6532 4.5608
F -1.7901 4.0368 2.3892
O 2.0926 0.8501 1.1900
O -0.5077 1.4636 2.0649
O 3.9850 2.0779 2.2000
O 0.3789 -1.3122 1.7303
O 0.5716 3.2458 0.8095
O -1.1276 2.0165 -0.9988
O 1.7605 -1.9288 0.1367
N 1.6161 2.5447 2.9932
N 1.5022 2.0946 -1.7286
N 1.9148 -4.4390 0.8696
C 3.6739 1.0447 -1.5027
C -1.1952 -3.0826 -1.3449
C 0.6589 3.1026 -2.1553
C -0.7589 -5.8698 -1.6169
C -4.8056 -2.0253 1.3817
C 1.1286 4.1845 -2.9247
C 2.8032 0.2417 3.6224
C -1.1075 5.0755 -3.0175
C -3.8400 -2.1433 0.3880
C -3.1257 0.0869 0.8276
C 1.0925 -2.1656 1.2556
C 1.3366 -3.5312 1.8621
C -0.9302 -3.6666 -2.5918
C 2.7843 2.1540 -1.9981
C 0.2025 5.1616 -3.3630
C -0.7133 3.0146 -1.7623
C -1.5542 4.0105 -2.2104
C 2.5150 4.2158 -3.1952
C -4.9211 -0.8488 2.1180
C -4.0861 0.2172 1.8271
C 3.3273 3.2270 -2.7341
C -0.6648 3.8980 3.0595
C -0.7113 -5.0348 -2.7313
C -1.0142 -5.3190 -0.3654
C -2.9522 -1.0979 0.0964
C -1.2125 -3.9444 -0.2349
H -2.2734 -0.9806 -2.4820
H 4.3924 3.2462 -2.9314
H -1.4308 -3.5372 0.7502
H 2.9237 5.0376 -3.7673
H -0.9123 -3.0354 -3.4809
H -0.6135 -6.9403 -1.7258
H 1.1798 -4.8117 0.2768
H -5.4752 -2.8565 1.5811
H -5.6654 -0.7622 2.9016
H -1.0738 -5.9639 0.5087
H 3.1253 0.1154 -1.4121
H 4.5139 0.8931 -2.1785
H 2.0650 -3.3639 2.6558
H 2.3789 -5.2249 1.3001
H -3.7875 -3.0677 -0.1789
H -1.8119 5.8254 -3.3521
H 2.1911 -2.7770 -0.0882
H -2.5393 0.9530 0.5857
H -4.1873 1.1558 2.3663
H 4.0781 1.2937 -0.5197
H 0.4156 -3.8673 2.3274
H -0.5245 -5.4566 -3.7141

***

[2]
15
Properties=species:S:1:pos:R:3 method="wB97M-V/def2-TZVPD" e_homo_ev="-4.4 / -10.5" e_tot_ev=-11649.3765 s2=2.008 relative_energy_kj_mol=298.0 spin_multiplicity=3
F 0.0001 0.0866 1.9928
F 0.3282 -1.5913 0.6873
N -1.9945 -0.0609 0.0815
N -0.2858 -0.0048 -1.9475
C -0.6717 0.3457 -0.1708
C 0.4074 -0.2200 0.7001
C 1.7868 0.3145 0.4831
H -1.2368 -0.3942 -2.2350
H -0.7357 1.4903 -0.1501
H 2.2814 -0.2850 -0.3151
H 2.3562 0.4121 1.4587
H 1.8330 1.3296 0.2735
H -1.8084 -1.0084 0.5631
H -2.4865 0.5119 0.6423
H 0.2263 -0.9260 -2.0638

***

[3]
19
Properties=species:S:1:pos:R:3 method="wB97M-V/def2-TZVPD" e_homo_ev="-21.3 / -21.3" e_tot_ev=-42355.2062 s2=15.831 charge=+3 spin_multiplicity=8
Gd -0.0008 -0.0004 -0.3648
O 0.0002 0.0000 -6.4562
O 2.6413 2.0663 -2.2214
O -2.6443 -2.0684 -2.2250
O 0.0002 0.0008 1.7588
O -2.0649 2.6147 -2.3115
O 2.0643 -2.6136 -2.3063
N 0.0095 1.1415 3.7518
N -0.0094 -1.1399 3.7535
C 0.0001 -0.0001 -5.3170
C -1.8058 -1.4121 -1.7589
C 1.4191 -1.7947 -1.8193
C -1.4177 1.7925 -1.8135
C 1.8081 1.4136 -1.7605
C 0.0002 0.0000 3.0553
H 0.0187 2.0139 3.2473
H 0.0083 1.0989 4.7708
H -0.0083 -1.0986 4.7704
H -0.0187 -2.0141 3.2463

***

[4]
44
Properties=species:S:1:pos:R:3 method="wB97M-V/def2-TZVPD" e_homo_ev="-11.4 / -11.4" e_tot_ev=-141031.8250 charge=+1 relative_energy_kj_mol=23.9
Ru -0.8145 -0.5506 0.4067
Cl -0.4183 1.8920 -0.5685
Cl 2.4922 1.6016 4.8805
Cl 1.3698 4.3211 0.3537
Cl 0.7933 -0.7663 3.9091
Cl 2.8433 4.1486 3.1308
S -2.5861 -0.5069 1.8008
S -3.6546 -2.2717 3.9159
S -0.3047 -2.4599 1.3297
S -1.3762 -4.1901 3.4994
O -3.2839 -4.4864 5.2994
O 2.7412 -3.2514 -5.1114
O 1.2376 -2.7695 -6.5752
N 0.8014 -0.9249 -0.9519
N -1.8431 -1.1166 -1.3820
N 1.6407 -2.8620 -5.4404
C 0.3617 0.6408 1.6193
C 2.0918 -0.7976 -0.7001
C 0.4048 -1.4369 -2.1457
C -3.7087 -1.5017 -2.8255
C -0.5589 -2.3596 -4.6152
C -1.0124 -1.5051 -2.3810
C -2.8872 -3.8233 4.4040
C 0.5136 1.8284 0.9246
C 2.6906 -1.6866 -2.8383
C 0.7641 -2.3330 -4.3685
C 1.8945 2.8367 2.5690
C -3.1474 -1.1090 -1.6067
C 1.3184 -1.8440 -3.1282
C 0.9692 0.6114 2.8719
C 3.0672 -1.1659 -1.6295
C -1.4506 -2.8081 2.4573
C -1.4930 -1.9343 -3.6189
C -2.8821 -1.9300 -3.8318
C -2.5078 -1.8839 2.6757
C 1.2557 2.9210 1.3330
C 1.7366 1.6861 3.3428
H 3.4337 -1.9773 -3.5629
H 4.1112 -1.0318 -1.3866
H -0.9133 -2.7169 -5.5722
H -3.7785 -0.7880 -0.7873
H -4.7814 -1.4709 -2.9483
H 2.3571 -0.3818 0.2632
H -3.2807 -2.2599 -4.7824

***

[5]
142
Properties=species:S:1:pos:R:3 method="wB97M-V/def2-TZVPD" e_homo_ev=-9.2 smiles=COC[C@H](C)N.COC[C@H](C)N.COC[C@H](C)N.COC[C@H](C)N.COC[C@H](C)N.COC[C@H](C)N.COC[C@H](C)N.COC[C@H](C)N.O.O e_tot_ev=-67064.2441 relative_energy_kj_mol=458.8
O 1.9751 5.8440 -0.0544
O -0.0944 0.4194 -0.6701
O 1.7487 -5.7353 -3.4254
O 3.1638 1.6854 -2.7410
O 4.6003 -5.2404 -3.0530
O 2.4469 -3.4647 0.9687
O 2.4279 1.8184 4.5074
O -3.4703 -0.3204 2.7630
O -1.9231 -4.5021 -0.9184
O -2.3162 4.2483 1.6321
N -4.6854 -4.7257 -3.4917
N 2.5935 1.6659 7.4488
N -0.7600 7.5670 1.6806
N 0.3351 -2.2572 -0.4650
N 3.1102 3.8986 -5.8315
N 1.3073 -8.8730 -2.8977
N -1.9235 2.4512 -1.6794
N -5.0363 -0.3885 6.2298
C -2.3784 3.1406 0.7622
C -2.7779 -3.2690 -3.7464
C -3.2857 -4.4180 -1.4760
C 3.2014 2.7238 5.2811
C 3.7728 2.4001 -3.8169
C 4.8180 1.1177 6.3525
C 1.7164 2.0104 -5.3941
C -2.6834 3.9066 2.9157
C 0.6103 5.9195 0.4641
C 2.6521 3.0175 -4.7494
C 0.9360 -6.2778 -2.3292
C -2.1221 3.5817 -0.7298
C 1.0485 -1.5821 -1.5862
C -3.2945 -4.5337 -3.0321
C -1.8004 -4.9379 0.4422
C 1.2493 -2.5968 -2.7038
C -3.5604 -0.2570 4.2757
C 1.2012 -5.7191 -4.7296
C -0.5874 -8.1351 -1.4064
C 3.7235 2.1071 6.5992
C 0.2522 -0.3171 -1.8756
C 1.2363 6.5028 2.7454
C 1.8707 2.3930 3.3254
C -3.2000 4.4362 -1.2685
C 4.1374 1.2595 -1.7539
C 0.7931 1.4540 -0.4277
C -2.1377 -0.2298 2.2248
C -6.0511 0.1021 4.0627
C 0.3416 -7.7545 -2.5538
C 0.6182 7.0544 1.4989
C -4.8996 -0.6666 4.8171
C 2.1781 4.8367 -1.1022
H 1.9402 3.5494 -4.1182
H -1.3681 6.8265 2.0001
H -0.1975 -7.5656 -3.4821
H 1.9417 1.3134 6.7624
H -0.1964 -1.4837 -0.0915
H 1.5043 7.3210 3.4139
H -2.7208 1.8374 -1.7665
H 1.5539 -2.0177 -3.5756
H 4.4770 0.2918 5.7282
H -3.9767 -3.6907 -1.0498
H 0.0511 -5.6703 -2.1396
H -3.0541 -3.2766 -4.8008
H 1.2355 -6.7731 -5.0054
H -3.4035 0.7695 4.6072
H -3.0530 -2.3517 -3.2259
H 1.7547 -5.1083 -5.4427
H 2.0807 -1.4024 -1.2857
H -3.2062 4.4287 -2.3585
H -3.7645 -5.3070 -1.0655
H -1.8214 0.7689 2.5260
H 1.7810 1.0419 -0.2215
H 0.1505 -5.4324 -4.6846
H 1.3322 4.6904 -1.7740
H 2.1109 -3.2222 -2.4701
H -2.4171 2.9298 3.3195
H 5.7125 1.5411 5.8956
H -0.0114 -8.0395 -0.4860
H 2.2078 -8.4315 -3.0173
H -2.6425 -5.3901 -3.2043
H 3.5312 3.3422 -6.5617
H -2.3719 -4.2716 1.0883
H -3.7643 3.9685 3.0421
H 1.2674 7.8816 1.2121
H -5.2295 -3.9751 -3.0909
H -2.1412 -0.3148 1.1382
H 2.7191 3.6604 5.5608
H 2.6543 2.8306 2.7069
H 4.9097 -4.4855 -2.5524
H -3.0600 5.4336 -0.8516
H 4.4191 1.7384 -4.3936
H 0.9785 2.1508 -1.2451
H 2.0570 5.8134 2.5469
H 1.7096 -3.1060 0.4748
H 2.2741 4.2420 -6.2821
H 1.4373 -9.4543 -2.0821
H 4.1214 3.0045 7.0730
H -1.5218 2.5644 1.1117
H 0.5360 1.9042 0.5311
H 3.6652 -5.0785 -3.1780
H -1.6883 -3.2433 -3.7316
H 0.3075 4.9377 0.8280
H 0.4290 -3.2824 -2.9165
H -7.0473 -0.1262 4.4416
H 4.9802 0.8358 -2.2999
H 4.0670 3.0931 4.7310
H -5.1258 -1.7320 4.7742
H 0.0357 6.2130 -0.4144
H 3.0404 5.1722 -1.6785
H -0.6922 -0.6219 -2.3265
H -5.9605 1.1838 4.1621
H 4.5042 2.0299 -1.0757
H -4.1853 4.0570 -0.9975
H -1.1478 1.8401 -1.4671
H 1.1284 3.1728 3.4958
H -6.1472 -0.1141 2.9987
H -2.1303 -5.9706 0.5552
H -1.1645 4.1017 -0.7585
H -1.4405 -7.4647 -1.3024
H 1.3426 1.6773 2.6954
H -4.6983 -1.1942 6.7365
H -2.8347 -0.7534 4.9199
H -0.9456 -9.1580 -1.5216
H -1.0285 7.8249 0.7417
H -4.7953 -4.7608 -4.4951
H 3.7837 0.4395 -1.1288
H 0.4779 5.9130 3.2603
H -1.3730 -0.8377 2.7084
H 5.2902 0.5952 7.1844
H 4.4624 3.1315 -3.3955
H 2.2732 1.1722 -5.8130
H 1.1548 2.4288 -6.2294
H -6.0060 -0.5908 6.4269
H 0.6659 0.3467 -2.6347
H 2.7155 -2.7530 1.5497
H 1.0337 1.4912 -4.7215
H 1.4884 -6.2642 -1.3896
H -0.2775 -3.0048 -0.7582
H -0.7872 -4.9285 0.8441
H -2.2798 4.7207 3.5177
H 2.1684 2.5119 7.8004
H 2.4575 3.9423 -0.5454
H -3.3209 2.6121 0.9054

***

[6]
21
Properties=species:S:1:pos:R:3 method="wB97M-V/def2-TZVPD" e_homo_ev="-13.1 / -13.0" e_tot_ev=-9393.3831 s2=0.754 charge=+1 relative_energy_kj_mol=114.5 spin_multiplicity=2
O -1.6432 -0.2035 -3.2590
N 0.9593 -1.4444 0.0825
N -0.3867 1.1390 0.6114
C 0.0836 -2.5384 -0.3119
C -0.5742 2.5903 0.5898
C 0.9183 -0.8156 1.3704
C 0.7911 0.7130 1.3350
H -0.4499 0.8138 -0.3474
H 0.3329 3.1104 0.2654
H 0.5738 0.9345 2.3911
H 1.7218 1.2149 1.0361
H 0.2153 -1.2934 2.0591
H 1.9166 -0.9562 1.8142
H -0.8627 -2.2967 0.2015
H 0.8631 -0.7148 -0.6332
H -1.8512 -0.0071 -4.1795
H -0.1282 -2.4507 -1.3741
H -0.7514 2.9103 1.6235
H 0.3964 -3.5385 -0.0184
H -0.7060 0.0106 -3.2114
H -1.4191 2.8225 -0.0451

***

[7]
45
Properties=species:S:1:pos:R:3 method="wB97M-V/def2-TZVPD" e_homo_ev="-13.0 / -13.0" e_tot_ev=-411105.3643 s2=2.046 charge=+2 spin_multiplicity=3
Au -0.7241 0.9240 -1.2819
Sb -5.9402 -3.2672 1.1833
Se -3.6190 -3.5540 2.6577
Se -6.8197 -1.1396 1.8410
Se -5.7261 -4.8063 -0.6401
Se -2.4443 -2.1503 1.4659
As -0.4372 1.3537 0.9783
As 1.4381 -1.2009 -0.5389
O -0.8242 0.9020 -3.4295
N -1.1229 1.8707 -5.4213
N 0.4948 2.6823 -4.0277
C 1.5281 -2.0297 3.5894
C 1.6785 -2.0750 2.2139
C 3.3590 -1.6199 -0.6335
C 0.7967 2.8244 1.2193
C 0.2533 -0.0147 3.3776
C 1.3319 2.7212 -2.8515
C -2.0088 1.9499 1.9314
C -0.4827 1.7859 -4.2460
C 0.6857 -2.9676 -0.9274
C 1.1227 -1.0911 1.4034
C 0.3927 -0.0628 1.9941
C 0.8250 -0.9894 4.1755
H 0.3704 3.7282 0.7778
H 1.1188 -3.7092 -0.2529
H 2.2158 3.3128 -3.0689
H -0.8318 2.4807 -6.1646
H 0.9167 -3.2467 -1.9563
H -2.4738 2.7538 1.3504
H -1.8333 1.1886 -5.6222
H 1.7445 2.5949 0.7267
H 1.9683 -2.8023 4.2030
H -0.3969 -2.9513 -0.7996
H 1.6477 1.7071 -2.5816
H 0.9825 3.0050 2.2848
H 3.6099 -2.4669 0.0047
H 2.2323 -2.8925 1.7735
H 3.6057 -1.8749 -1.6658
H -2.7252 1.1279 2.0287
H -1.7576 2.3479 2.9215
H 0.6675 3.3736 -4.7414
H 0.7252 -0.9384 5.2497
H -0.3029 0.7996 3.8319
H 0.8051 3.1739 -1.9985
H 3.9537 -0.7574 -0.3340

***

[8]
42
Properties=species:S:1:pos:R:3 method="wB97M-V/def2-TZVPD" e_homo_ev=-15.4 e_tot_ev=-31168.8015 charge=+2 relative_energy_kj_mol=0.0
Hf -0.3831 0.4299 -0.2052
O 0.1040 1.9199 -1.7561
O -2.0363 2.1191 -0.0216
O -1.0556 -3.0932 -1.7391
O 0.0128 -1.0771 -1.4037
O -2.3448 -0.0865 0.1348
N -0.1016 -0.5874 1.6093
N 1.3862 1.3935 0.5670
N 2.9603 2.2581 2.1165
N -2.0836 0.4560 -2.6077
N 1.5046 -1.9422 2.7035
N 1.8128 0.3392 2.5651
C -2.5824 1.0055 -0.4268
C -0.8215 2.5119 -2.7630
C 1.0518 -3.1750 2.1564
C 1.0679 -0.7625 2.2318
C -1.9455 -1.0142 -2.8848
C -0.9917 -1.8757 -1.8795
C -1.5551 1.4425 -3.5218
C -3.2217 0.8676 -1.7236
C 2.5258 -2.0700 3.7345
C 1.9987 1.3760 1.7365
H 1.9233 -3.8705 1.9361
H -0.7705 -1.3345 1.6913
H 1.6706 2.2699 0.1214
H -0.1872 3.1442 -3.4629
H 2.6266 0.1728 3.1763
H 0.5115 -3.0074 1.2699
H 2.3455 -3.0828 4.1869
H 3.0599 3.1548 1.6347
H 3.0986 2.3091 3.1170
H -0.8565 0.9393 -4.2365
H -1.5448 -1.1694 -3.8892
H -1.5800 3.1021 -2.1607
H 2.2822 -1.2716 4.3913
H 1.0369 1.9410 -2.0458
H 0.4699 -3.7495 2.9281
H -3.7598 1.7133 -2.1757
H -3.8678 -0.0595 -1.5743
H 3.5576 -2.0606 3.3581
H -2.4105 1.9042 -4.0529
H -2.9075 -1.4804 -2.8356

***

[9]
59
Properties=species:S:1:pos:R:3 method="wB97M-V/def2-TZVPD" e_homo_ev="-12.9 / -12.9" e_tot_ev=-58000.8343 charge=+2
Rh 0.0084 0.0714 -0.3907
S -1.4992 0.4036 -2.1778
S 2.4233 0.0920 -0.4764
O -0.0081 2.2906 -0.2627
N 0.2205 -2.1641 -0.7581
N 0.3937 -0.2102 1.7760
N -0.0270 4.5021 -0.0123
N -1.8804 -0.7738 -4.5036
C 0.5995 4.6115 -1.3278
C -2.2221 -1.7350 -5.3883
C -0.3361 3.2833 0.4208
C -1.9699 -0.5809 2.1406
C 0.7524 -4.8066 -1.3910
C -2.4310 -2.1568 -2.6853
C 0.3675 -4.4499 -0.1070
C 0.8975 -3.8080 -2.3438
C -0.5793 -0.3815 2.6618
C 2.7185 0.1606 1.2097
C 0.1038 -3.1192 0.1643
C 3.3543 0.2150 3.9429
C 1.6775 -0.0287 2.1750
C 4.0237 0.3924 1.6480
C -0.3551 5.7060 0.7419
C 0.6356 -2.4997 -1.9832
C 0.9749 -0.2186 4.4785
C 4.3353 0.4291 3.0057
C -2.7896 -3.1513 -3.5658
C -2.6666 -2.9471 -4.9475
C 2.0142 -0.0150 3.5475
C -1.0875 3.1592 1.7147
C -1.9431 -0.9321 -3.1604
C -0.3069 -0.3969 4.0420
H 3.5874 0.2268 4.9999
H 1.2188 -4.0340 -3.3506
H 0.0218 5.6477 1.7623
H -2.1576 -1.6447 1.9748
H 0.7138 5.6553 -1.5986
H 0.7701 -1.6886 -2.6872
H -0.5134 3.5792 2.5405
H -1.4332 5.8720 0.7808
H -0.2094 -2.8089 1.1526
H 4.7987 0.5465 0.9093
H -2.5280 -2.2839 -1.6180
H -0.0192 4.1120 -2.0734
H -2.1003 -0.0705 1.1851
H 1.2070 -0.2230 5.5361
H -2.7179 -0.2211 2.8446
H 0.9441 -5.8411 -1.6415
H -3.1810 -4.0893 -3.1951
H 0.2775 -5.1882 0.6767
H -1.5937 0.1356 -4.8481
H -1.2967 2.1120 1.9146
H 1.5750 4.1248 -1.3281
H 0.1060 6.5618 0.2607
H -2.1268 -1.4885 -6.4357
H -2.9420 -3.7170 -5.6517
H 5.3536 0.6252 3.3105
H -2.0317 3.7014 1.6545
H -1.1213 -0.5428 4.7374

***

[10]
19
Properties=species:S:1:pos:R:3 method="wB97M-V/def2-TZVPD" e_homo_ev=-2.4 e_tot_ev=-9921.9475 charge=-1 relative_energy_kj_mol=605.6
O -2.0822 -1.2726 -3.2884
O -1.0835 -1.6479 -1.0371
N 1.5768 0.7160 0.4224
C 1.5409 -0.5640 1.0004
C 1.9352 1.6961 1.4280
C -1.6630 0.3259 0.0607
C -0.8434 -0.3879 -0.8329
H -0.3691 0.1006 0.3169
H -0.3479 0.1367 -1.6464
H 2.0550 1.2494 2.4189
H -2.2556 1.1299 -0.3690
H 1.0750 2.3867 1.5632
H -3.0107 -1.3326 -3.5168
H -1.5190 -1.6122 -2.0172
H 0.7419 -0.7091 1.8174
H 2.7758 2.3050 1.0739
H -2.2756 -0.3186 0.6830
H 1.3092 -1.3838 0.3091
H 2.4402 -0.8177 1.6140

***

[11]
14
Properties=species:S:1:pos:R:3 method="wB97M-V/def2-TZVPD" e_homo_ev=-8.7 smiles="O=C1NSCC[C@@H]1Cl" e_tot_ev=-31140.3976 relative_energy_kj_mol=52.2
Cl -2.2178 -0.3857 -0.8475
S 1.9801 0.3131 -0.4922
O -1.1171 2.5216 0.0959
N 0.7033 1.4059 -0.6739
C -1.0356 0.1290 0.4338
C -0.4727 1.4717 0.0053
C 0.9305 -1.1673 -0.3720
C -0.0382 -1.0042 0.7190
H 0.4986 -1.2667 -1.3637
H 1.0334 2.3105 -1.0780
H -1.7121 0.2593 1.2799
H 1.6297 -1.9990 -0.1328
H -0.5966 -1.9356 0.7700
H 0.4146 -0.6524 1.6565